Entry from the OMol25 dataset: an isolated molecule of C2H3N in a non-equilibrium geometry (wB97M-V/def2-TZVPD).

SMILES string: CC#N
E_HOMO: -12.0 eV
largest force on an atom: 4.68 eV Å⁻¹
total charge: 0
orbital gap: 12.814 eV

```
6
Properties=species:S:1:pos:R:3:nbo_charge:R:1
C 0.07428 -0.22298 0.46333 -0.701
C -0.24303 0.43277 -0.83670 0.283
N -0.34005 1.00492 -1.79370 -0.329
H 0.44973 0.40661 1.19606 0.247
H -0.85239 -0.68824 0.73492 0.248
H 0.91146 -0.93307 0.23609 0.252
```